Here is a cluster of 13 separate species, C39H91N13O13 in total from the Open Molecules 2025 dataset. Energies are from wB97M-V/def2-TZVPD.

Output
HOMO-LUMO gap in eV: 8.821
E_HOMO in eV: -9.028
LUMO in eV: -0.206
ΔE to the lowest compared entry with this formula, charge and spin in kcal per mole: 280.9

```
! wB97M-V def2-TZVPD RIJCOSX def2/J DEFGRID3
* xyz 0 1
C 6.067 6.988 -0.910
O 7.282 7.038 -0.710
N 5.152 7.572 -0.106
C 3.719 7.483 -0.345
C 5.559 8.265 1.137
H 5.633 6.504 -1.799
H 3.298 6.585 0.108
H 3.469 7.564 -1.403
H 3.158 8.269 0.161
H 5.186 9.289 1.149
H 5.129 7.704 1.966
H 6.634 8.356 1.293
C -0.652 -1.741 6.425
O -1.092 -0.604 6.129
N 0.545 -1.942 6.951
C 0.846 -3.244 7.533
C 1.562 -0.927 7.102
H -1.180 -2.690 6.246
H 1.458 -3.260 8.435
H 1.340 -3.846 6.771
H -0.029 -3.820 7.837
H 1.626 -0.687 8.163
H 2.539 -1.333 6.840
H 1.356 -0.050 6.488
C 7.964 -4.820 -3.859
O 8.502 -5.772 -3.264
N 6.609 -4.654 -3.831
C 6.023 -3.414 -4.281
C 5.689 -5.571 -3.185
H 8.539 -4.007 -4.328
H 5.333 -3.027 -3.532
H 5.327 -3.604 -5.098
H 6.670 -2.625 -4.664
H 4.914 -5.839 -3.903
H 6.012 -6.538 -2.799
H 5.292 -5.075 -2.299
C -4.446 1.092 -3.160
O -4.949 2.163 -2.710
N -3.661 1.067 -4.301
C -3.429 -0.157 -5.036
C -3.279 2.257 -4.989
H -4.516 0.112 -2.663
H -3.764 -1.019 -4.459
H -2.387 -0.389 -5.253
H -3.948 -0.059 -5.989
H -2.258 2.267 -5.373
H -3.959 2.353 -5.835
H -3.433 3.227 -4.517
C 2.500 3.357 -7.128
O 3.002 3.910 -6.155
N 2.195 2.035 -7.191
C 1.684 1.430 -8.425
C 2.678 1.008 -6.296
H 2.172 3.917 -8.017
H 2.190 0.576 -8.874
H 1.350 2.206 -9.113
H 0.763 0.893 -8.198
H 1.986 0.180 -6.142
H 3.638 0.725 -6.726
H 2.934 1.389 -5.307
C 0.388 -0.475 -0.681
O 1.292 -0.942 -1.446
N 0.449 0.745 -0.146
C -0.650 1.263 0.692
C 1.464 1.675 -0.487
H -0.468 -1.079 -0.344
H -1.333 0.561 1.170
H -1.236 1.996 0.136
H -0.278 1.828 1.547
H 1.837 2.071 0.458
H 2.242 1.111 -1.000
H 1.106 2.543 -1.039
C 1.041 -7.973 2.447
O 1.210 -8.008 3.683
N 0.247 -7.032 1.831
C 0.401 -6.810 0.393
C -0.560 -6.040 2.655
H 1.604 -8.642 1.777
H 1.003 -7.588 -0.076
H 0.715 -5.815 0.079
H -0.616 -6.965 0.032
H 0.037 -5.187 2.977
H -1.502 -5.654 2.267
H -0.692 -6.476 3.645
C -8.072 2.760 3.877
O -8.583 3.502 4.737
N -6.865 2.154 3.966
C -6.257 1.382 2.863
C -5.992 2.355 5.126
H -8.550 2.535 2.911
H -5.918 0.419 3.244
H -5.423 2.027 2.588
H -6.906 1.179 2.010
H -6.402 2.979 5.920
H -5.775 1.379 5.561
H -5.027 2.741 4.798
C 7.181 -3.635 2.970
O 8.242 -3.117 2.597
N 5.976 -3.245 2.503
C 4.784 -4.058 2.732
C 5.759 -2.161 1.527
H 7.102 -4.468 3.685
H 4.812 -4.715 3.601
H 4.624 -4.748 1.903
H 3.854 -3.509 2.874
H 6.518 -1.390 1.396
H 5.640 -2.580 0.527
H 4.852 -1.574 1.670
C -2.568 7.620 0.513
O -2.224 6.666 1.282
N -3.867 7.831 0.235
C -4.306 9.090 -0.301
C -4.945 7.036 0.874
H -1.844 8.386 0.193
H -4.791 9.675 0.480
H -5.033 9.111 -1.113
H -3.485 9.691 -0.691
H -5.706 6.875 0.111
H -4.613 6.005 0.994
H -5.341 7.484 1.786
C -5.361 -5.155 -1.072
O -4.470 -4.446 -0.637
N -6.669 -4.981 -0.886
C -7.708 -6.003 -1.354
C -7.120 -3.809 -0.135
H -5.207 -5.980 -1.786
H -7.427 -6.544 -2.257
H -8.685 -5.533 -1.466
H -7.857 -6.704 -0.533
H -7.757 -4.074 0.708
H -6.363 -3.139 0.273
H -7.677 -3.112 -0.762
C 1.091 6.189 6.425
O 1.996 6.950 6.664
N 0.042 6.054 7.229
C -0.964 5.067 6.907
C -0.166 6.816 8.441
H 1.037 5.543 5.535
H -1.044 4.261 7.636
H -0.735 4.456 6.033
H -1.970 5.485 6.890
H -1.187 7.197 8.487
H -0.199 6.127 9.285
H 0.558 7.606 8.640
C 0.422 -5.244 -7.871
O 0.438 -3.987 -8.008
N 0.509 -5.792 -6.689
C 0.569 -7.193 -6.390
C 0.600 -4.971 -5.489
H 0.518 -5.974 -8.689
H -0.086 -7.427 -5.552
H 1.570 -7.371 -5.998
H 0.354 -7.792 -7.275
H 0.458 -3.899 -5.627
H -0.137 -5.421 -4.824
H 1.533 -5.052 -4.932
*
```

Here is a cluster of 7 separate species, C39H93N4O8 in total from the Open Molecules 2025 dataset. Energies are from wB97M-V/def2-TZVPD.

Output
HOMO-LUMO gap in eV: 8.221
E_HOMO in eV: -10.843
LUMO in eV: -2.622

```
! wB97M-V def2-TZVPD RIJCOSX def2/J DEFGRID3
* xyz 1 1
C 0.406 0.802 0.338
O 0.963 -0.469 0.087
C 2.335 -0.512 -0.253
C 3.170 -1.314 0.756
C 3.661 -2.649 0.171
C 2.548 -3.739 0.176
C 2.301 -4.486 -1.147
C 1.232 -3.840 -2.062
C 1.533 -4.075 -3.548
C 0.597 -3.409 -4.594
C -0.365 -2.324 -4.100
C 0.303 -0.972 -3.824
N 0.698 -0.336 -5.098
C -0.360 0.352 -5.875
C -0.448 1.858 -5.635
C -0.533 2.316 -4.173
C 0.820 2.614 -3.522
O 0.707 3.814 -2.796
C 1.896 4.153 -2.117
C 1.906 -0.422 -5.530
N 2.920 -1.058 -4.796
C 3.775 -1.677 -5.818
C 3.221 -1.124 -7.166
N 2.320 -0.008 -6.810
C 2.902 1.377 -6.734
C 4.292 1.553 -7.329
N 5.340 1.131 -6.400
H -0.353 0.705 1.113
H -0.075 1.221 -0.557
H 1.157 1.516 0.691
H 2.423 -0.994 -1.230
H 2.739 0.501 -0.374
H 2.521 -1.529 1.603
H 4.007 -0.693 1.082
H 4.038 -2.490 -0.848
H 4.516 -3.000 0.749
H 1.610 -3.296 0.521
H 2.819 -4.478 0.933
H 1.982 -5.503 -0.909
H 3.244 -4.589 -1.692
H 0.278 -4.324 -1.837
H 1.131 -2.786 -1.814
H 1.470 -5.155 -3.698
H 2.571 -3.803 -3.754
H 0.021 -4.181 -5.105
H 1.217 -2.951 -5.373
H -1.130 -2.169 -4.866
H -0.908 -2.623 -3.203
H 1.181 -1.077 -3.208
H -0.388 -0.310 -3.307
H -1.297 -0.138 -5.619
H -0.151 0.161 -6.926
H 0.381 2.349 -6.141
H -1.356 2.191 -6.140
H -1.080 1.583 -3.577
H -1.105 3.241 -4.141
H 1.588 2.737 -4.298
H 1.135 1.800 -2.851
H 1.832 5.201 -1.835
H 2.774 4.018 -2.759
H 2.025 3.545 -1.214
H 3.415 -0.360 -4.246
H 4.830 -1.505 -5.621
H 3.626 -2.757 -5.808
H 3.946 -0.864 -7.929
H 2.593 -1.900 -7.607
H 2.204 2.058 -7.218
H 2.989 1.666 -5.684
H 4.380 1.064 -8.302
H 4.395 2.621 -7.525
H 5.763 0.256 -6.670
H 6.072 1.822 -6.328
C -4.459 5.447 -5.949
C -3.246 4.909 -5.211
C -2.636 5.941 -4.276
O -2.262 4.428 -6.136
H -4.177 6.306 -6.563
H -4.879 4.686 -6.606
H -5.232 5.769 -5.251
H -3.535 4.026 -4.635
H -2.303 6.814 -4.844
H -1.770 5.530 -3.754
H -3.361 6.277 -3.535
H -1.975 5.174 -6.673
C 0.733 0.156 3.958
C 1.740 -0.582 4.823
C 2.277 0.284 5.950
O 2.801 -1.081 4.006
H 1.197 1.027 3.486
H 0.370 -0.501 3.164
H -0.118 0.514 4.537
H 1.268 -1.472 5.244
H 2.786 1.163 5.541
H 2.995 -0.272 6.552
H 1.471 0.631 6.597
H 3.250 -0.321 3.621
C 0.292 4.841 5.252
C 0.267 4.198 3.877
C -0.017 5.215 2.782
O -0.693 3.145 3.843
H -0.688 5.273 5.471
H 0.508 4.097 6.020
H 1.039 5.634 5.316
H 1.228 3.715 3.682
H -0.995 5.676 2.947
H -0.032 4.732 1.804
H 0.734 6.006 2.771
H -1.558 3.541 4.016
C 0.033 -3.918 4.032
C -0.823 -4.839 4.885
C -2.128 -5.205 4.195
O -1.075 -4.241 6.160
H -0.498 -2.980 3.840
H 0.965 -3.678 4.543
H 0.274 -4.375 3.071
H -0.264 -5.748 5.111
H -2.718 -4.305 4.001
H -2.729 -5.865 4.822
H -1.942 -5.703 3.243
H -1.577 -3.431 6.014
C -5.884 5.332 4.580
C -4.800 4.321 4.244
C -5.250 2.894 4.512
O -3.599 4.614 4.965
H -6.143 5.269 5.641
H -5.540 6.345 4.377
H -6.788 5.146 4.000
H -4.522 4.423 3.194
H -5.493 2.766 5.570
H -4.459 2.186 4.260
H -6.138 2.646 3.929
H -3.793 4.537 5.906
C -2.760 -6.490 9.541
C -3.732 -6.485 8.372
C -3.613 -7.747 7.531
O -3.546 -5.325 7.566
H -1.730 -6.532 9.173
H -2.868 -5.581 10.131
H -2.926 -7.351 10.190
H -4.753 -6.401 8.752
H -2.605 -7.824 7.111
H -4.323 -7.725 6.704
H -3.800 -8.641 8.128
H -2.649 -5.349 7.205
*
```

Here is a structure of composition C39H93N6O12Tl from the Open Molecules 2025 dataset. Energies are from wB97M-V/def2-TZVPD.

Output
HOMO-LUMO gap in eV: 6.156
E_HOMO in eV: -11.990
LUMO in eV: -5.835

```
! wB97M-V def2-TZVPD RIJCOSX def2/J DEFGRID3
* xyz 2 1
Tl -11.739 25.188 -5.564
C -7.761 26.386 -2.321
C -9.213 26.670 -2.727
O -10.163 26.271 -1.907
O -9.430 26.951 -3.907
H -7.566 26.880 -1.353
H -7.026 26.653 -3.109
H -7.659 25.291 -2.146
C -9.063 23.409 -4.280
O -10.145 24.107 -3.620
C -10.740 23.295 -2.494
C -12.155 23.770 -2.296
N -13.139 23.365 -3.383
C -14.518 23.862 -3.187
C -14.708 25.338 -3.317
O -14.510 25.756 -4.650
C -14.969 27.134 -4.899
H -8.409 22.914 -3.525
H -8.418 24.141 -4.801
H -9.517 22.753 -5.103
H -10.099 23.615 -1.640
H -10.632 22.232 -2.541
H -12.154 24.853 -2.265
H -12.469 23.284 -1.371
H -13.070 22.377 -3.487
H -14.879 23.566 -2.143
H -15.174 23.272 -3.840
H -14.137 25.888 -2.533
H -15.766 25.487 -3.044
H -14.834 27.341 -5.957
H -14.375 27.909 -4.344
H -16.012 27.294 -4.611
C -11.974 19.805 -1.151
O -11.804 21.097 -0.637
C -12.147 21.218 0.727
C -11.252 20.620 1.784
N -9.825 21.016 1.815
C -8.844 20.288 0.921
C -7.408 20.924 1.066
O -7.426 22.299 0.721
C -7.058 22.501 -0.608
H -11.193 19.123 -0.794
H -11.875 19.969 -2.245
H -12.983 19.453 -0.897
H -13.157 20.766 0.800
H -12.207 22.283 0.897
H -11.255 19.522 1.774
H -11.741 20.947 2.717
H -9.721 22.010 1.594
H -9.064 20.507 -0.105
H -8.655 19.242 1.074
H -6.689 20.365 0.510
H -7.097 20.813 2.109
H -5.948 22.390 -0.756
H -7.276 23.537 -0.835
H -7.633 21.956 -1.359
C -3.775 29.169 -3.584
O -2.346 28.573 -3.176
C -2.012 28.377 -2.006
C -9.845 27.824 0.903
N -9.241 26.822 0.495
C -8.455 26.145 1.536
C -8.818 24.672 1.710
O -9.944 24.597 2.529
C -9.702 24.209 3.903
H -4.029 28.669 -4.499
H -3.656 30.267 -3.732
H -4.480 28.882 -2.811
H -0.917 27.965 -1.723
H -2.690 28.632 -1.119
H -10.551 28.387 0.195
H -9.854 28.313 1.905
H -9.768 25.851 -1.099
H -8.691 26.510 2.599
H -7.406 26.240 1.368
H -7.909 24.116 2.006
H -9.037 24.214 0.740
H -9.654 25.059 4.565
H -8.781 23.602 3.979
H -10.509 23.628 4.257
C -9.719 24.338 -8.085
O -10.658 23.548 -7.331
C -11.597 22.883 -8.103
C -12.785 23.703 -8.413
N -13.617 23.857 -7.221
C -14.844 24.602 -7.532
C -15.873 23.929 -8.469
O -17.010 24.761 -8.391
C -18.078 24.390 -9.236
H -8.920 24.612 -7.396
H -10.284 25.257 -8.408
H -9.217 23.791 -8.887
H -11.840 22.031 -7.439
H -11.111 22.433 -8.905
H -13.312 23.275 -9.270
H -12.539 24.730 -8.722
H -13.919 22.934 -6.869
H -14.645 25.560 -7.962
H -15.216 24.875 -6.601
H -16.075 22.921 -8.021
H -15.468 23.676 -9.464
H -17.920 24.580 -10.330
H -19.015 24.887 -8.942
H -18.331 23.309 -9.124
C -4.944 30.867 -9.196
C -5.433 32.091 -8.438
C -5.547 31.705 -6.976
O -6.061 30.418 -6.771
C -7.390 30.245 -7.226
N -4.817 33.437 -8.481
H -4.097 30.370 -8.758
H -4.740 31.078 -10.277
H -5.793 30.158 -9.280
H -6.511 32.292 -8.781
H -6.151 32.363 -6.331
H -4.509 31.705 -6.553
H -8.065 31.089 -7.120
H -7.824 29.393 -6.763
H -7.319 30.057 -8.331
H -4.886 33.938 -9.371
H -3.871 33.352 -8.139
C -0.834 23.520 -1.559
C -2.018 24.475 -1.616
C -3.287 23.787 -1.169
C -3.424 23.593 0.305
C -3.285 24.837 1.051
C -2.067 25.627 0.714
N -1.731 25.614 -0.721
O -0.548 26.237 -1.036
C -2.223 27.100 1.164
C -0.863 25.107 1.521
C -2.187 25.068 -3.094
H -0.859 22.861 -2.420
H -0.769 22.839 -0.720
H 0.089 24.123 -1.645
H -3.988 24.479 -1.668
H -3.390 22.843 -1.715
H -2.814 22.848 0.764
H -4.419 23.196 0.435
H -3.223 24.780 2.122
H -4.149 25.471 0.832
H -2.987 27.603 0.542
H -2.568 27.167 2.152
H -1.259 27.634 1.130
H -1.038 25.369 2.558
H -0.779 24.009 1.350
H 0.036 25.642 1.294
H -2.706 26.005 -3.161
H -2.798 24.309 -3.622
H -1.292 25.209 -3.663
H 0.059 26.199 -0.259
*
```

- E_HOMO of number 1 (C39H91N13O13)?
  -9.028 eV

- The highest E_HOMO belongs to which entry?
  C39H91N13O13

- E_HOMO of number 1 (C39H91N13O13)?
  -9.028 eV